[1]
Here is a molecular structure, C2H2FFeO2 at a distorted geometry from the OMol25 dataset. Energies are from the ωB97M-V functional and the def2-TZVPD basis.

Structure (XYZ):
```
8
Properties=species:S:1:pos:R:3:forces:R:3:lowdin_charge:R:1
H -1.334 -0.823 -0.124 2.1 -3.0 -0.7 0.127
O 0.192 1.685 0.256 -2.0 -0.5 0.1 0.006
C -0.530 0.759 -0.042 4.8 2.9 -0.4 -0.482
C -0.198 -0.684 0.279 -4.8 0.8 1.4 -0.448
O 1.017 -1.056 -0.098 -0.2 -0.3 -0.9 -0.478
F -1.291 0.932 -1.175 -0.6 0.0 0.6 0.021
H -0.458 -0.891 1.340 0.6 0.4 0.0 0.103
Fe 2.602 0.077 -0.436 0.0 -0.3 0.0 0.151
```
Positions in Å, forces in eV/Å.

Computed properties:
Multiplicity = 5
E = -1591.37286 Ha
Energy relative to the best compared isomer or geometry (same formula, charge and spin) = 0.0 kcal/mol
Total charge = -1
HOMO level (spin up / spin down) = -1.650 / -1.665 eV
⟨S²⟩ = 6.025
Kohn-Sham gap (spin up / spin down) = 5.42 / 5.44 eV

[2]
Here is a molecular structure, C5H11GdO2 at a distorted geometry from the OMol25 dataset. Energies are from the ωB97M-V functional and the def2-TZVPD basis.

Structure (XYZ):
```
19
Properties=species:S:1:pos:R:3:forces:R:3:lowdin_charge:R:1
C 0.379 2.219 -0.211 -0.8 0.1 1.8 -0.173
C -0.607 2.829 -1.196 -0.3 0.2 0.0 -0.156
H -0.186 1.474 0.543 1.5 1.0 -1.8 0.076
H 0.721 2.955 0.528 -0.1 0.1 -0.3 0.076
H -1.115 2.057 -1.790 0.1 0.2 0.0 0.061
H -0.093 3.512 -1.889 -0.1 -0.3 0.2 0.085
H -1.378 3.416 -0.679 0.2 -0.2 -0.1 0.080
O 0.144 -3.259 1.627 0.5 0.7 -1.2 -0.420
C -0.117 -1.970 1.941 -0.7 1.0 1.3 -0.276
C -0.246 -0.909 0.908 -1.7 -1.5 -1.1 0.047
O 0.330 -0.838 -0.231 0.0 -2.4 -0.4 0.012
C 0.576 -1.990 -1.166 0.2 5.9 -0.5 -0.042
Gd 0.709 -4.133 -0.159 0.4 -3.3 0.6 1.739
H 0.641 -1.513 2.623 0.0 0.1 0.2 0.198
H -1.063 -1.838 2.521 0.4 -0.3 -0.2 0.176
H -1.223 -0.406 0.921 0.9 1.5 0.7 0.191
H 1.474 -1.646 -1.695 0.5 -0.8 0.3 0.122
H -0.258 -1.889 -1.876 -0.5 -1.1 0.3 0.132
H 1.310 1.929 -0.719 -0.4 -0.9 0.4 0.073
```
Positions in Å, forces in eV/Å.

Computed properties:
Multiplicity = 8
E = -1112.26739 Ha
Total charge = +2
HOMO level (spin up / spin down) = -16.476 / -17.201 eV
⟨S²⟩ = 15.781
Kohn-Sham gap (spin up / spin down) = 5.90 / 4.29 eV

[3]
Here is 7 unconnected molecules or ions with the total composition C38H94N6O4S at a distorted geometry from the OMol25 dataset. Energies are from the ωB97M-V functional and the def2-TZVPD basis.

Structure (XYZ):
```
143
Properties=species:S:1:pos:R:3:forces:R:3:lowdin_charge:R:1
O 1.067 -7.083 -1.253 0.8 0.5 1.1 -0.248
S 1.700 -6.149 -0.354 -1.7 -0.4 1.3 0.693
O 2.576 -5.164 -0.928 -0.8 -1.0 1.4 -0.228
O 0.490 -5.468 0.570 1.1 -0.4 0.0 -0.250
C 0.171 -6.254 1.782 0.6 -0.1 -1.0 -0.111
C 1.355 -7.286 1.962 -1.2 0.5 -1.5 -0.134
O 2.349 -6.908 0.982 0.2 0.7 -1.2 -0.221
H 0.019 -5.599 2.640 0.4 0.3 -0.3 0.123
H -0.779 -6.743 1.569 0.2 -0.2 0.1 0.104
H 0.954 -8.255 1.662 0.3 -0.2 0.3 0.121
H 1.793 -7.318 2.960 0.1 0.2 -0.3 0.130
C 4.332 0.909 -0.638 0.4 0.4 -0.2 -0.085
C 4.636 2.445 -0.593 -0.2 -1.6 0.4 -0.224
N 5.609 2.856 0.463 -3.2 1.2 -0.9 -0.167
C 6.925 2.473 0.091 1.3 -0.2 1.1 -0.286
C 7.889 2.746 1.257 0.7 -0.5 0.0 -0.094
C 5.402 4.320 0.731 0.4 0.1 0.3 -0.224
C 4.050 4.780 1.365 1.4 -1.2 0.1 -0.081
H 3.578 0.730 -1.404 -0.1 0.1 -0.1 0.059
H 3.983 0.422 0.273 0.0 0.5 0.2 0.068
H 5.213 0.355 -0.963 0.1 0.0 0.0 0.058
H 4.973 2.658 -1.608 0.5 0.4 -0.2 0.109
H 3.674 2.953 -0.531 0.2 0.2 0.5 0.078
H 6.950 1.408 -0.140 -0.3 -0.2 0.4 0.104
H 7.322 2.888 -0.835 -0.1 0.8 -0.3 0.114
H 8.757 2.090 1.188 0.2 0.1 -0.3 0.064
H 8.273 3.764 1.331 -0.2 0.0 -0.2 0.062
H 7.491 2.480 2.236 -0.6 0.1 -0.1 0.077
H 5.533 4.929 -0.163 0.0 -0.1 -0.7 0.106
H 6.216 4.669 1.366 0.0 -0.2 0.2 0.095
H 3.990 4.405 2.386 -0.3 -0.4 -0.1 0.074
H 3.245 4.394 0.741 -0.3 0.5 0.4 0.039
H 4.058 5.862 1.498 -0.1 0.0 -0.6 0.064
C 1.612 9.804 -0.657 0.2 0.3 -0.5 -0.101
C 1.427 8.666 0.317 0.0 1.9 0.9 -0.327
N 0.968 7.433 -0.233 0.5 -1.4 0.6 -0.162
C 1.931 6.922 -1.267 -2.3 -0.5 0.7 -0.215
C 1.368 5.661 -1.920 0.6 -0.7 -1.0 -0.103
C 0.829 6.444 0.894 -1.0 1.0 0.4 -0.217
C -0.288 6.863 1.941 0.2 -0.4 -1.8 -0.075
H 0.696 9.954 -1.228 0.1 -0.2 -0.3 0.081
H 2.474 9.674 -1.312 -0.2 -0.1 -0.3 0.063
H 1.790 10.757 -0.159 0.0 -0.1 0.4 0.072
H 2.297 8.603 0.970 0.9 -0.6 -0.2 0.114
H 0.749 9.109 1.047 -0.8 -0.6 0.0 0.105
H 1.954 7.664 -2.066 0.6 0.1 0.3 0.106
H 2.877 6.681 -0.783 0.5 0.3 -0.3 0.109
H 0.329 5.678 -2.250 -0.2 0.5 0.5 0.082
H 1.899 5.498 -2.858 0.3 0.1 -0.2 0.067
H 1.545 4.713 -1.413 -0.1 0.2 0.5 0.041
H 1.717 6.369 1.521 0.7 0.0 -0.4 0.084
H 0.634 5.462 0.463 -0.2 0.1 0.1 0.080
H 0.067 7.548 2.710 0.0 -0.2 0.0 0.062
H -0.750 5.966 2.354 0.3 0.0 0.3 0.059
H -1.083 7.349 1.375 -0.1 0.2 0.1 0.068
C 1.326 -3.388 -4.078 -0.8 1.6 0.1 -0.044
C 0.603 -2.002 -3.719 -0.1 -1.2 -0.6 -0.220
N -0.252 -1.438 -4.814 0.3 0.7 0.1 -0.178
C -0.868 -0.190 -4.322 0.3 0.3 0.5 -0.281
C -2.161 -0.458 -3.582 -0.7 -0.4 -0.3 -0.091
C 0.414 -1.258 -6.128 1.5 -0.1 1.3 -0.206
C 1.861 -0.559 -6.048 -1.4 -0.5 -0.3 -0.069
H 0.571 -4.098 -4.414 0.1 0.1 -0.3 0.066
H 1.864 -3.882 -3.269 -0.2 0.5 0.4 0.049
H 2.072 -3.176 -4.843 -0.2 -0.3 -0.2 0.050
H -0.079 -2.136 -2.879 0.0 -0.3 0.0 0.073
H 1.309 -1.254 -3.357 0.5 0.1 -0.2 0.091
H -0.184 0.373 -3.687 0.4 0.0 0.4 0.095
H -1.076 0.542 -5.102 0.0 -0.4 -0.6 0.112
H -2.064 -1.087 -2.697 0.2 -0.2 -0.2 0.036
H -2.739 0.405 -3.250 0.4 0.4 -0.1 0.072
H -2.795 -0.951 -4.319 -0.2 -0.3 0.3 0.076
H -0.251 -0.715 -6.799 0.0 0.0 0.1 0.102
H 0.503 -2.280 -6.498 0.3 0.1 -0.4 0.095
H 1.796 0.443 -5.624 -0.1 0.0 0.1 0.060
H 2.284 -0.444 -7.045 0.0 -0.1 -0.1 0.059
H 2.557 -1.145 -5.447 -0.1 0.0 0.0 0.046
C -1.835 -1.806 0.078 0.6 0.6 -0.1 -0.070
C -0.990 -1.111 1.192 -0.6 0.3 -0.9 -0.209
N -0.024 -0.099 0.721 -1.6 0.9 1.8 -0.170
C -0.621 1.113 0.105 0.6 -0.8 -0.2 -0.241
C 0.135 2.391 0.446 0.2 -0.7 -0.1 -0.077
C 1.015 -0.591 -0.096 -0.1 0.5 -2.0 -0.318
C 1.771 -1.769 0.387 0.1 -0.5 0.6 -0.070
H -2.458 -1.048 -0.397 -0.3 0.1 0.2 0.057
H -2.477 -2.600 0.461 0.1 0.0 0.1 0.065
H -1.245 -2.175 -0.761 0.3 -0.4 0.2 0.044
H -1.737 -0.585 1.787 0.2 0.1 0.4 0.088
H -0.489 -1.827 1.844 0.1 0.0 -0.1 0.101
H -1.665 1.316 0.344 -0.1 -0.6 0.6 0.109
H -0.661 0.932 -0.970 0.2 0.2 -0.5 0.098
H -0.149 3.129 -0.305 -0.2 0.5 0.6 0.067
H 1.222 2.317 0.404 0.1 -0.4 -0.2 0.056
H -0.100 2.574 1.494 -0.1 0.8 -0.2 0.077
H 0.558 -0.848 -1.052 -0.1 -0.6 -0.7 0.086
H 1.637 0.237 -0.435 0.4 0.1 0.6 0.090
H 2.611 -1.970 -0.279 0.0 -0.2 0.1 0.082
H 2.113 -1.639 1.414 0.3 0.1 0.0 0.086
H 1.095 -2.623 0.414 0.2 -0.3 -0.2 0.056
C -2.366 0.464 5.771 -1.2 0.9 -1.2 -0.062
C -3.151 1.812 5.527 0.1 0.1 0.7 -0.221
N -4.594 1.700 5.169 1.1 -0.1 -0.1 -0.177
C -4.772 0.826 4.019 0.8 -0.6 -0.3 -0.283
C -4.115 1.288 2.722 -0.6 0.7 0.1 -0.091
C -5.480 1.333 6.269 -0.5 0.4 -1.4 -0.280
C -5.534 2.356 7.370 -0.3 0.1 0.3 -0.094
H -1.335 0.582 6.105 -0.2 0.2 0.2 0.070
H -2.352 -0.004 4.786 0.3 -0.4 0.1 0.043
H -2.967 -0.172 6.422 0.3 0.0 0.2 0.065
H -3.038 2.439 6.412 -0.4 -0.1 0.2 0.092
H -2.684 2.458 4.783 0.2 -0.5 -0.3 0.098
H -4.304 -0.149 4.154 -0.1 -0.5 0.7 0.093
H -5.825 0.597 3.854 -0.1 0.4 0.0 0.115
H -4.628 2.191 2.391 0.1 0.0 -0.4 0.076
H -3.053 1.527 2.792 0.0 -0.1 0.3 0.053
H -4.216 0.486 1.992 -0.1 0.1 -0.2 0.070
H -5.288 0.324 6.636 0.2 -0.2 0.4 0.110
H -6.457 1.266 5.789 -0.2 0.0 0.1 0.108
H -6.458 2.223 7.933 0.4 -0.7 0.7 0.071
H -5.711 3.391 7.079 0.7 0.0 -0.7 0.079
H -4.612 2.261 7.944 -0.4 0.3 0.5 0.067
C -2.788 -8.773 -3.174 0.7 -1.4 -0.8 -0.095
C -2.610 -8.201 -1.803 -1.1 0.3 0.1 -0.277
N -3.251 -6.902 -1.867 -0.2 0.3 0.3 -0.214
C -2.251 -5.865 -2.129 -1.1 0.2 -0.1 -0.245
C -2.878 -4.676 -2.908 0.9 -0.9 1.2 -0.056
C -4.306 -6.655 -0.871 0.4 -0.9 -0.4 -0.237
C -3.793 -6.439 0.537 -0.2 1.6 0.4 -0.092
H -2.299 -8.221 -3.977 0.0 0.4 0.2 0.073
H -3.845 -8.864 -3.424 0.0 0.1 0.1 0.078
H -2.352 -9.769 -3.248 0.0 -0.3 0.0 0.066
H -3.164 -8.825 -1.102 0.0 -0.2 0.2 0.110
H -1.587 -8.131 -1.436 0.3 -0.1 -0.2 0.104
H -1.750 -5.631 -1.190 0.2 0.7 0.1 0.091
H -1.463 -6.284 -2.755 -0.2 -0.3 -0.1 0.106
H -3.442 -4.028 -2.238 -0.1 0.1 -0.1 0.060
H -2.026 -4.141 -3.328 -0.4 0.4 -0.4 0.055
H -3.540 -5.142 -3.638 0.1 0.4 -0.2 0.078
H -4.940 -7.540 -0.817 0.0 -0.3 -0.4 0.107
H -4.987 -5.911 -1.283 0.2 0.6 0.5 0.112
H -3.271 -5.482 0.554 0.8 -0.1 0.0 0.055
H -3.187 -7.254 0.934 0.1 0.0 -0.3 0.067
H -4.559 -6.212 1.279 -0.5 -0.5 -0.1 0.070
```
Positions in Å, forces in eV/Å.

Computed properties:
E = -2531.70284 Ha
Energy relative to the best compared isomer or geometry (same formula, charge and spin) = 0.0 kcal/mol
HOMO level = -7.871 eV
Kohn-Sham gap = 8.24 eV
Structure (SMILES) = O=S1(=O)OCCO1.CCN(CC)CC.CCN(CC)CC.CCN(CC)CC.CCN(CC)CC.CCN(CC)CC.CCN(CC)CC

[4]
Here is 2 unconnected molecules or ions with the total composition C5H9NO2 at a distorted geometry from the OMol25 dataset. Energies are from the ωB97M-V functional and the def2-TZVPD basis.

Structure (XYZ):
```
17
Properties=species:S:1:pos:R:3:forces:R:3:lowdin_charge:R:1
O -2.058 -0.320 -2.095 -0.3 0.2 0.1 0.031
C -0.886 0.034 -2.044 0.5 -0.3 -0.5 -0.744
O 0.086 -0.267 -2.764 0.1 -0.1 0.0 -0.031
C -0.542 1.025 -0.884 -0.2 0.3 0.6 -0.083
C 0.918 0.750 -0.465 -0.5 -1.3 0.2 -0.167
C 1.114 -0.088 0.701 0.5 0.7 -1.0 0.079
C 0.295 0.017 1.866 -1.0 0.7 1.3 -0.249
N 0.181 -0.776 2.867 0.8 -0.1 -0.6 0.179
H -0.997 -1.675 0.401 0.0 -0.1 0.1 0.036
H -0.646 2.034 -1.275 -0.1 0.1 0.1 0.120
H -1.262 0.845 -0.089 0.0 0.2 0.0 0.093
H 1.455 1.697 -0.297 0.1 0.1 0.1 0.179
H 1.370 0.277 -1.357 0.3 0.1 0.0 0.128
H 1.964 -0.767 0.707 -0.1 -0.2 0.1 0.140
H -0.316 0.918 1.948 0.0 0.0 -0.3 0.126
H 0.794 -1.587 2.735 -0.1 -0.2 0.1 0.072
H -1.469 -2.117 0.044 -0.1 -0.1 -0.1 0.090
```
Positions in Å, forces in eV/Å.

Computed properties:
E = -400.95437 Ha
Energy relative to the best compared isomer or geometry (same formula, charge and spin) = 139.5 kcal/mol
HOMO level = -8.650 eV
Kohn-Sham gap = 4.59 eV

[5]
Here is a molecular structure, C45H31IIrP at a distorted geometry from the OMol25 dataset. Energies are from the ωB97M-V functional and the def2-TZVPD basis.

Structure (XYZ):
```
79
Properties=species:S:1:pos:R:3:forces:R:3:lowdin_charge:R:1
Ir 1.199 0.095 -0.150 2.8 0.3 -0.5 0.865
I 3.773 0.326 -0.465 0.6 0.0 0.0 1.208
C 4.594 2.205 -0.164 -1.7 1.8 0.3 -0.631
C 5.954 2.190 -0.107 2.3 0.3 0.3 -0.236
C 6.714 3.374 0.046 0.7 -1.0 0.3 -0.113
C 6.084 4.584 0.084 -1.0 -0.3 -0.1 -0.061
C 4.652 4.617 -0.029 0.8 0.1 0.1 -0.177
C 4.090 5.887 -0.158 0.3 0.4 0.2 -0.092
C 2.736 6.027 -0.325 -2.0 -0.1 -0.3 -0.097
C 1.943 4.874 -0.376 -0.9 2.1 0.2 -0.169
C 2.408 3.585 -0.177 -0.1 -2.1 -0.1 -0.304
P 0.934 2.376 -0.092 1.9 2.4 0.0 0.831
C 0.083 2.898 1.389 -0.9 0.9 0.4 -0.393
C 0.634 2.514 2.607 -1.4 -0.3 0.8 -0.097
C -0.064 2.739 3.820 0.0 0.5 -0.9 -0.053
C -1.269 3.500 3.781 0.8 -0.3 0.1 -0.085
C -1.734 4.011 2.570 0.6 -0.2 -0.2 -0.077
C -1.047 3.712 1.374 -0.5 0.4 0.6 -0.083
C -0.056 2.820 -1.555 -1.4 -0.8 -0.2 -0.372
C -1.472 2.665 -1.672 0.6 0.3 0.0 -0.076
C -2.115 3.133 -2.839 0.2 -0.4 1.4 -0.080
C -1.386 3.664 -3.893 0.0 0.0 0.0 -0.086
C -0.003 3.595 -3.842 0.6 0.1 -0.3 -0.067
C 0.654 3.160 -2.690 -0.6 0.6 -0.5 -0.104
C 3.841 3.425 -0.053 0.1 -1.3 -0.8 -0.186
H 6.470 1.246 -0.163 0.2 -0.2 0.0 0.064
H 7.814 3.334 0.187 -0.8 -0.2 -0.3 0.109
H 6.623 5.534 0.153 -0.2 -0.4 0.0 0.108
H 4.786 6.719 -0.168 -0.3 0.1 0.1 0.101
H 2.242 7.021 -0.411 0.5 -0.9 -0.1 0.110
H 0.870 4.957 -0.549 0.2 0.5 0.1 0.088
H 1.539 1.944 2.543 0.4 -0.3 0.5 0.085
H 0.360 2.342 4.752 -0.3 0.3 -0.4 0.104
H -1.818 3.761 4.695 0.3 -0.3 -0.3 0.103
H -2.615 4.659 2.576 0.3 -0.2 -0.2 0.106
H -1.369 4.184 0.450 -0.1 -0.3 0.1 0.097
H -2.030 2.220 -0.824 0.2 0.5 -0.7 0.108
H -3.197 3.119 -2.853 0.0 0.0 -0.1 0.101
H -1.919 4.147 -4.714 0.3 -0.3 0.1 0.109
H 0.615 3.918 -4.686 -0.3 0.0 0.3 0.112
H 1.719 3.197 -2.624 0.6 0.1 -0.1 0.098
C -0.564 -0.351 0.032 -2.7 -1.5 -0.1 -0.287
C -1.553 -1.140 0.048 1.2 1.2 0.5 -0.086
C -2.509 -2.100 0.166 -1.9 -1.1 -0.5 -0.118
C -2.929 -2.774 -1.102 -0.3 0.7 0.6 -0.133
C -4.063 -3.653 -1.175 1.8 1.0 0.2 -0.040
C -4.201 -4.421 -2.308 -0.9 -0.5 -0.2 -0.091
C -3.416 -4.152 -3.417 0.5 0.3 -0.7 -0.096
C -2.459 -3.130 -3.437 -0.2 -0.1 0.1 -0.083
C -2.184 -2.450 -2.273 -0.1 -0.5 0.9 -0.030
C -3.014 -2.435 1.531 1.0 -0.1 -0.4 -0.149
C -2.670 -1.519 2.558 0.0 -1.2 1.2 -0.017
C -2.817 -1.895 3.925 -0.3 -0.1 -1.5 -0.062
C -3.346 -3.154 4.233 -0.3 0.3 -0.6 -0.092
C -3.672 -4.059 3.207 0.2 0.6 -0.1 -0.084
C -3.507 -3.734 1.857 0.4 0.3 0.9 -0.032
H -4.746 -3.706 -0.343 0.0 -0.2 0.0 0.099
H -4.973 -5.218 -2.320 0.5 0.7 -0.2 0.117
H -3.535 -4.681 -4.344 -0.3 -0.4 -0.1 0.094
H -1.911 -2.875 -4.343 -0.2 -0.3 0.1 0.108
H -1.356 -1.727 -2.211 -0.5 -0.4 -0.1 0.110
H -2.151 -0.594 2.296 -0.4 -0.2 0.1 0.101
H -2.516 -1.202 4.705 -0.1 -0.1 -0.1 0.099
H -3.579 -3.432 5.252 0.3 0.0 0.1 0.096
H -4.010 -5.050 3.487 -0.1 0.0 -0.1 0.099
H -3.638 -4.541 1.128 0.1 0.7 0.2 0.104
C 1.699 -1.821 -0.258 -0.6 -2.4 -0.1 -0.367
C 1.759 -3.058 -0.329 0.5 1.9 0.0 -0.077
C 1.586 -4.469 -0.330 0.1 -0.5 -1.2 -0.268
C 1.715 -5.175 0.853 -0.3 0.7 0.9 -0.063
C 1.066 -6.358 1.066 -0.5 -1.6 -1.4 -0.068
C 0.418 -6.988 -0.046 0.0 0.8 1.0 -0.079
C 0.439 -6.365 -1.293 0.4 0.0 -0.3 -0.085
C 1.109 -5.140 -1.468 -0.5 -0.4 0.6 -0.026
H 2.225 -4.666 1.645 0.0 0.1 0.5 0.113
H 1.049 -6.815 2.054 0.1 0.0 -0.3 0.105
H -0.147 -7.913 0.099 0.2 0.3 0.0 0.099
H -0.107 -6.802 -2.145 0.6 0.1 0.5 0.108
H 1.269 -4.715 -2.450 -0.5 0.2 0.0 0.112
```
Positions in Å, forces in eV/Å.

Computed properties:
Multiplicity = 5
E = -2476.43390 Ha
Energy relative to the best compared isomer or geometry (same formula, charge and spin) = 11.3 kcal/mol
HOMO level (spin up / spin down) = -4.038 / -7.430 eV
⟨S²⟩ = 6.096
Kohn-Sham gap (spin up / spin down) = 4.02 / 4.56 eV